This record from OMol25 describes a cluster of 4 separate species, C46H96N9O5P in total at a distorted geometry. The level of theory is wB97M-V/def2-TZVPD.

```
157
Properties=species:S:1:pos:R:3:forces:R:3:lowdin_charge:R:1
C 2.555168 -0.524175 2.585801 -0.99 -0.90 0.76 -0.14
C 3.300000 -1.840441 1.956807 0.27 -0.78 0.55 -0.23
C 4.725920 -1.551263 1.207641 0.19 -0.34 0.00 -0.17
C 5.005104 -0.000124 0.783756 2.09 -0.24 1.95 -0.28
C 6.586163 0.117042 0.278061 0.42 0.43 0.18 -0.06
N 4.032709 0.613362 -0.187118 -3.58 -0.25 -4.13 0.01
C 3.175816 0.064966 -1.301411 -0.09 3.17 0.76 -0.03
C 3.084958 -1.505896 -1.754763 -0.43 0.44 -0.79 -0.11
C 1.715227 -1.772137 -2.675525 0.65 -0.94 -0.63 -0.20
C 0.439239 -2.317775 -1.803458 -0.46 0.75 -0.67 -0.19
C 0.173055 -1.534222 -0.389073 -1.07 -0.59 0.38 -0.21
C -0.729951 -0.170700 -0.505994 0.89 -0.26 1.54 -0.18
C -1.010567 0.322901 1.067060 -0.44 0.23 -0.29 -0.21
C -2.155406 1.491326 1.186431 0.18 0.61 0.78 -0.17
C -1.710986 2.952139 0.562968 -1.24 0.26 1.32 -0.24
O -2.624620 3.269400 -0.547356 1.87 1.52 0.74 -0.27
C -2.422900 4.664771 -1.020971 0.00 -0.12 -1.56 -0.13
N 2.401499 1.176713 -2.005029 4.15 0.08 4.64 0.13
C 2.816084 2.453332 -1.307923 1.65 -7.49 0.73 -0.25
N 2.339772 3.687303 -1.675070 1.04 -0.32 0.19 -0.08
P 1.216732 3.725578 -3.084073 -3.79 -2.38 0.16 0.75
N -0.215477 3.024889 -2.808257 2.86 1.01 0.93 -0.28
N 3.785927 2.001323 -0.239080 -2.57 3.61 -1.42 -0.03
C 4.363399 3.135927 0.577817 2.43 0.53 0.23 -0.06
C 5.555269 3.816448 -0.378385 0.13 0.50 -1.23 -0.30
O 6.915199 3.307840 -0.003664 -1.35 0.70 -2.22 -0.12
C 5.523564 5.455332 -0.389452 1.10 -0.30 -0.96 -0.24
N 5.378666 6.095514 0.973451 -1.17 -1.93 -0.81 -0.02
H 3.094560 -0.166139 3.587883 -1.00 -0.59 -2.43 0.10
H 1.478540 -0.893349 2.946395 2.33 0.84 -0.80 0.10
H 2.355314 0.348128 1.832270 0.61 -1.59 1.42 0.05
H 2.605412 -2.501651 1.249936 1.31 1.73 1.55 0.10
H 3.548135 -2.554458 2.880924 -0.67 1.50 -2.06 0.11
H 4.886992 -2.250578 0.260964 -0.38 1.52 2.01 0.12
H 5.594068 -1.856375 1.968270 -1.78 1.02 -1.77 0.14
H 4.963327 0.638580 1.791616 -0.36 -1.34 -2.35 0.15
H 6.635537 0.550296 -0.817184 -0.04 -1.11 2.18 0.09
H 7.149701 -0.925887 0.383999 -1.47 2.23 -0.51 0.10
H 7.184993 0.875632 0.969311 -1.45 -1.58 -1.53 0.09
H 4.068687 -1.730146 -2.389622 -2.15 0.59 1.37 0.14
H 3.022999 -2.279196 -0.878741 0.32 1.95 -1.39 0.10
H 2.023353 -2.665532 -3.404970 -0.63 1.98 1.54 0.12
H 1.455397 -0.869066 -3.378304 0.54 -1.61 1.68 0.11
H 0.526694 -3.484856 -1.697306 -0.05 2.35 0.11 0.12
H -0.527409 -2.131332 -2.478777 2.08 -0.48 1.44 0.11
H -0.449092 -2.287244 0.295988 1.38 1.58 -1.39 0.13
H 1.132912 -1.264967 0.223298 -1.60 -0.60 -1.30 0.07
H -0.048224 0.656953 -0.979092 -1.64 -1.53 0.44 0.08
H -1.731733 -0.371804 -1.076514 2.00 0.57 1.00 0.13
H -1.367881 -0.572709 1.757342 0.84 1.71 -1.59 0.12
H 0.015292 0.731397 1.515002 -2.19 -0.84 -0.91 0.10
H -3.204782 1.195817 0.733442 2.33 0.49 0.69 0.13
H -2.355816 1.684403 2.345669 0.46 -0.51 -2.47 0.12
H -1.894754 3.779796 1.402987 0.51 -1.69 -1.65 0.13
H -0.574974 3.017726 0.289039 -1.87 -0.28 0.13 0.10
H -2.465400 4.607420 -2.211695 0.12 0.14 2.64 0.10
H -1.351457 5.047402 -0.742773 -2.07 -0.58 -0.35 0.08
H -3.275400 5.402849 -0.679994 1.76 -1.59 -0.24 0.08
H 2.631763 4.540881 -1.150102 -0.32 -1.15 -0.70 0.11
H 0.955686 5.097441 -3.449679 1.25 -0.49 0.26 0.01
H 1.817287 2.988707 -4.204921 0.41 1.23 1.01 0.02
H -0.213880 2.656704 -1.832104 -0.52 0.18 -1.04 -0.06
H 3.560797 3.939459 0.906013 1.38 -1.93 -0.94 0.14
H 4.916090 2.805461 1.561879 -1.32 0.29 -2.01 0.15
H 5.412360 3.472594 -1.510572 -0.16 0.63 2.39 0.15
H 7.400792 3.291933 -0.900493 -0.90 0.04 2.28 0.13
H 4.700045 5.787634 -1.168286 1.45 -0.45 1.77 0.12
H 6.562369 5.832534 -0.840628 -2.23 -1.01 0.83 0.14
H 5.817124 5.395527 1.642523 -0.88 1.40 -0.77 0.09
H 4.332220 6.145620 1.132847 1.78 -0.08 0.37 0.07
C -2.906420 -2.529228 -6.546185 -0.06 0.08 -0.24 -0.04
C -1.714927 -3.336337 -5.951895 -1.40 1.05 0.85 -0.46
C -0.486541 -2.403441 -5.753466 0.23 -0.43 -0.18 -0.15
C 0.205722 -2.030653 -7.061014 -0.16 0.01 -0.09 -0.19
C 0.551539 -3.273835 -7.875095 0.02 0.00 0.33 -0.14
C -0.665478 -4.204668 -8.110038 -0.08 -0.02 -2.06 -0.48
N -1.411533 -4.510148 -6.842958 3.94 -1.70 2.67 -0.03
O -0.630622 -5.414817 -6.101551 -2.40 2.07 -1.97 -0.03
C -1.623571 -3.555814 -9.146233 -0.06 0.30 -0.02 -0.05
C -0.175106 -5.493334 -8.846405 -0.04 -0.12 0.73 -0.04
C -2.241300 -3.767444 -4.542427 0.55 -0.60 -0.32 -0.05
H -3.577941 -3.176087 -7.121339 0.20 0.08 0.05 0.09
H -3.523604 -2.071528 -5.765745 0.29 -0.17 0.06 0.08
H -2.585253 -1.702586 -7.180669 -0.01 -0.13 -0.08 0.06
H 0.252902 -2.894830 -5.101821 -0.26 -0.13 -0.12 0.10
H -0.788113 -1.489296 -5.233163 -0.25 -0.13 0.02 0.12
H -0.429400 -1.360056 -7.651122 0.03 -0.06 0.06 0.10
H 1.119220 -1.468578 -6.844785 -0.04 -0.01 -0.01 0.11
H 0.982232 -2.961648 -8.837105 -0.27 -0.25 0.08 0.13
H 1.348018 -3.820602 -7.352886 -0.23 -0.13 -0.02 0.12
H -2.525071 -4.160873 -9.285020 0.12 0.04 0.12 0.09
H -1.139472 -3.469793 -10.129015 0.08 -0.22 0.34 0.09
H -1.928874 -2.540607 -8.897884 -0.04 -0.11 0.11 0.05
H 0.595934 -6.034470 -8.289988 -0.25 0.11 0.10 0.07
H 0.266976 -5.241851 -9.818793 -0.22 0.25 0.26 0.08
H -1.010057 -6.179295 -9.035513 0.13 0.16 0.13 0.09
H -3.123073 -4.413032 -4.633732 0.20 0.08 -0.05 0.09
H -2.535032 -2.890488 -3.954723 0.05 0.05 -0.39 0.07
H -1.487766 -4.292766 -3.946426 -0.07 -0.07 -0.30 0.07
C 1.156301 -6.939048 6.949245 0.20 -0.09 0.18 -0.04
C 1.228532 -6.396542 5.491599 -1.61 -0.55 1.15 -0.47
C 1.248400 -7.580557 4.483474 0.36 0.32 -0.26 -0.14
C 2.582177 -8.320589 4.447791 0.02 0.00 0.18 -0.19
C 3.742198 -7.354773 4.225603 -0.29 0.04 -0.15 -0.14
C 3.758843 -6.181362 5.238326 1.82 -0.31 0.88 -0.48
N 2.426639 -5.497296 5.350996 -0.60 0.99 -4.99 -0.02
O 2.246776 -4.730098 4.186098 0.51 -1.53 3.32 -0.05
C 4.206394 -6.703332 6.631129 -0.07 -0.26 0.12 -0.04
C 4.909778 -5.198764 4.846904 -0.63 0.23 -0.23 -0.05
C -0.125716 -5.629466 5.326888 0.61 0.38 -0.48 -0.05
H 1.601374 -6.233315 7.659189 0.00 -0.12 -0.17 0.09
H 0.123728 -7.090371 7.281491 0.10 0.10 -0.33 0.08
H 1.641161 -7.908725 7.066253 0.10 0.11 0.01 0.07
H 1.034794 -7.209418 3.468828 0.03 0.14 0.27 0.12
H 0.449898 -8.290215 4.720332 -0.03 0.24 0.18 0.13
H 2.732662 -8.880552 5.377901 -0.01 0.05 -0.06 0.10
H 2.566832 -9.065220 3.646260 0.00 0.05 0.07 0.12
H 4.686960 -7.914403 4.277161 -0.10 0.32 0.17 0.13
H 3.679101 -6.966017 3.200457 -0.04 0.18 0.18 0.12
H 4.166243 -5.909077 7.383197 -0.08 -0.06 -0.14 0.09
H 5.243585 -7.065141 6.600475 -0.23 0.23 -0.24 0.09
H 3.628262 -7.550001 6.997799 -0.07 0.15 -0.05 0.06
H 4.805494 -4.803337 3.832165 -0.21 -0.04 0.15 0.06
H 5.882674 -5.705252 4.880944 -0.38 -0.13 0.13 0.09
H 4.958010 -4.352964 5.543858 -0.10 -0.15 -0.10 0.09
H -0.192144 -4.794587 6.034849 0.10 -0.13 -0.12 0.09
H -0.973477 -6.295453 5.523079 0.39 -0.10 0.08 0.08
H -0.275776 -5.238343 4.315208 0.26 0.01 0.18 0.07
C -8.634331 7.872619 2.708450 -0.10 -0.02 -0.25 -0.04
C -7.311995 7.398016 3.379599 -1.43 1.23 0.65 -0.47
C -6.174700 8.420211 3.096260 0.29 -0.45 -0.03 -0.14
C -5.657660 8.365649 1.661836 -0.16 -0.01 -0.08 -0.19
C -5.265296 6.943863 1.271462 0.03 0.11 0.33 -0.15
C -6.395157 5.911806 1.518549 -0.28 -0.73 -1.86 -0.47
N -6.976479 6.012035 2.899645 4.34 -0.43 2.53 -0.03
O -6.035711 5.469799 3.793439 -2.78 1.07 -2.25 -0.03
C -7.513490 6.101608 0.457436 -0.09 0.28 -0.11 -0.04
C -5.847311 4.483496 1.197365 0.03 0.17 0.71 -0.04
C -7.648707 7.443730 4.907361 0.58 -0.62 -0.15 -0.05
H -9.287707 7.025348 2.473077 0.19 0.10 -0.01 0.09
H -9.216157 8.529225 3.364072 0.32 -0.13 0.07 0.08
H -8.465775 8.450219 1.799042 0.00 -0.14 -0.04 0.06
H -5.327169 8.231680 3.773776 -0.27 -0.15 -0.04 0.12
H -6.517727 9.435723 3.316236 -0.21 -0.18 0.08 0.12
H -6.414689 8.750010 0.968666 0.04 -0.04 0.06 0.10
H -4.791319 9.026009 1.559158 -0.07 -0.03 0.01 0.11
H -4.966679 6.934123 0.213562 -0.24 -0.21 0.15 0.11
H -4.368275 6.662719 1.839219 -0.20 -0.15 0.07 0.12
H -8.355813 5.428344 0.645234 0.13 0.09 0.08 0.09
H -7.140346 5.876307 -0.551333 0.14 -0.08 0.37 0.09
H -7.897622 7.118197 0.390192 -0.01 -0.08 0.15 0.06
H -4.972682 4.217718 1.798462 -0.22 0.12 0.09 0.07
H -5.532079 4.414058 0.148544 -0.19 0.28 0.18 0.08
H -6.620253 3.721488 1.356586 0.12 0.19 0.05 0.09
H -8.462577 6.750079 5.150485 0.17 0.07 -0.11 0.09
H -7.973431 8.448049 5.201681 0.04 -0.11 -0.39 0.08
H -6.789159 7.205219 5.542406 -0.11 -0.16 -0.26 0.07
```
Positions in Å, forces in eV/Å.

- Total energy: -82171.26013 eV
- LUMO (spin up / spin down): -3.1278 / -3.1281 eV
- Spin multiplicity: 4
- Charge: +1
- Maximum force: 0.1498 Eh/bohr
- HOMO level (spin up / spin down): -10.2506 / -10.8123 eV
- HOMO-LUMO gap (spin up / spin down): 7.12 / 7.68 eV